(one)
Here is a structure of composition C48H51BrN5O4S3Sn from OMol25. Energies are from wB97M-V/def2-TZVPD.

- HOMO-LUMO gap (spin up / spin down): 0.2647 / 0.2743 Ha

```
! RIJCOSX wB97M-V def2-TZVPD def2/J DEFGRID3
* xyz 0 2
Sn 0.94 0.01 0.74
C 5.70 -1.55 -2.05
C 4.52 -2.31 -1.40
C 3.24 -2.06 -2.19
C 4.49 -2.14 0.12
C 5.14 -3.14 0.84
C 5.25 -3.10 2.22
C 4.71 -2.04 2.92
C 4.04 -1.01 2.25
C 3.48 0.13 3.07
C 4.60 0.88 3.81
C 2.41 -0.36 4.06
C 3.92 -1.09 0.86
N 3.13 -0.08 0.19
C 3.79 0.76 -0.54
C 3.29 1.80 -1.39
C 4.24 2.42 -2.23
C 3.89 3.43 -3.08
C 2.56 3.87 -3.09
C 1.61 3.30 -2.28
C 1.93 2.24 -1.40
N 1.01 1.70 -0.56
C -0.17 2.47 -0.26
C -0.07 3.54 0.64
C -1.24 4.18 1.03
C -2.48 3.76 0.58
C -2.56 2.71 -0.31
C -1.41 2.05 -0.76
C -1.53 0.94 -1.79
C -2.05 1.50 -3.12
C -2.41 -0.20 -1.30
C 1.26 3.99 1.21
C 1.30 3.84 2.73
C 1.58 5.43 0.80
H 5.96 -2.02 -3.00
H 6.58 -1.55 -1.41
H 5.43 -0.52 -2.28
H 4.75 -3.37 -1.53
H 2.99 -1.00 -2.27
H 2.38 -2.57 -1.75
H 3.37 -2.44 -3.20
H 5.58 -3.97 0.30
H 5.75 -3.90 2.75
H 4.80 -2.00 3.99
H 3.03 0.87 2.41
H 5.10 0.22 4.53
H 4.20 1.73 4.35
H 5.36 1.24 3.11
H 2.85 -0.62 5.02
H 1.88 -1.23 3.67
H 1.66 0.42 4.24
H 4.87 0.66 -0.54
H 5.26 2.07 -2.18
H 4.63 3.90 -3.72
H 2.26 4.67 -3.75
H 0.59 3.67 -2.30
H -1.18 5.00 1.74
H -3.39 4.24 0.93
H -3.53 2.39 -0.67
H -0.53 0.54 -1.97
H -3.05 1.92 -3.00
H -2.09 0.72 -3.87
H -1.40 2.30 -3.49
H -3.40 0.16 -1.02
H -1.97 -0.71 -0.44
H -2.55 -0.95 -2.09
H 2.04 3.35 0.81
H 0.60 4.52 3.22
H 2.30 4.07 3.11
H 1.05 2.82 3.04
H 0.83 6.12 1.19
H 1.60 5.54 -0.28
H 2.56 5.73 1.19
N -8.08 -2.16 -2.34
C -7.56 -1.34 -1.37
C -7.93 -1.49 -0.03
C -7.42 -0.64 0.94
C -6.55 0.38 0.58
C -6.21 0.56 -0.75
C -6.70 -0.29 -1.72
S -5.88 1.43 1.82
O -6.61 1.21 3.03
O -5.76 2.75 1.26
N -4.34 0.95 2.10
C -3.82 -0.19 1.90
S -4.44 -1.64 1.10
C -2.93 -2.48 1.37
C -2.04 -1.74 2.03
N -2.51 -0.46 2.36
H -8.51 -3.02 -2.05
H -7.65 -2.17 -3.24
H -8.61 -2.28 0.25
H -7.70 -0.76 1.98
H -5.56 1.39 -1.04
H -6.43 -0.14 -2.76
H -2.79 -3.49 1.03
H -1.04 -2.00 2.34
S -1.83 1.83 3.70
C -1.74 0.42 3.04
Br -1.70 -7.37 -3.39
C -1.01 -5.90 -2.42
C -1.03 -4.64 -3.00
C -0.53 -3.56 -2.28
C 0.00 -3.75 -1.01
C 0.02 -5.03 -0.45
C -0.49 -6.11 -1.15
C 0.56 -2.60 -0.23
O 1.16 -2.78 0.83
O 0.35 -1.43 -0.74
H -1.44 -4.50 -3.99
H -0.54 -2.56 -2.70
H 0.45 -5.16 0.53
H -0.48 -7.10 -0.73
*
```



(two)
Here is a structure of composition C48H51BrN5O4S3Sn from OMol25. Energies are from wB97M-V/def2-TZVPD.

- HOMO-LUMO gap (spin up / spin down): 0.2921 / 0.2361 Ha

```
! RIJCOSX wB97M-V def2-TZVPD def2/J DEFGRID3
* xyz 0 2
Sn -0.59 1.11 -0.60
C 3.85 -0.97 0.84
C 2.50 -0.99 1.56
C 2.29 -2.35 2.24
C 2.36 0.13 2.56
C 3.48 0.63 3.22
C 3.35 1.64 4.16
C 2.10 2.15 4.44
C 0.95 1.69 3.81
C -0.36 2.36 4.19
C -1.15 1.56 5.23
C -1.24 2.78 3.02
C 1.10 0.65 2.88
N -0.01 0.14 2.14
C -0.84 -0.66 2.65
C -2.03 -1.14 1.89
C -3.27 -0.88 2.46
C -4.44 -1.31 1.85
C -4.37 -2.07 0.69
C -3.14 -2.40 0.16
C -1.95 -1.92 0.72
N -0.75 -2.15 0.08
C -0.52 -3.38 -0.47
C -0.02 -3.40 -1.80
C 0.26 -4.62 -2.39
C 0.08 -5.81 -1.72
C -0.37 -5.79 -0.40
C -0.67 -4.61 0.25
C -1.04 -4.69 1.72
C 0.00 -5.50 2.51
C -2.43 -5.30 1.93
C 0.08 -2.13 -2.62
C -0.83 -2.20 -3.85
C 1.51 -1.84 -3.05
H 3.83 -1.66 -0.01
H 4.66 -1.30 1.49
H 4.09 0.02 0.46
H 1.72 -0.87 0.81
H 2.92 -2.43 3.12
H 2.54 -3.16 1.55
H 1.25 -2.48 2.54
H 4.46 0.24 2.99
H 4.23 2.04 4.66
H 2.00 2.95 5.17
H -0.05 3.29 4.69
H -1.55 0.64 4.80
H -2.00 2.15 5.58
H -0.54 1.30 6.09
H -1.85 1.96 2.63
H -0.65 3.19 2.20
H -1.92 3.56 3.35
H -0.75 -0.99 3.69
H -3.32 -0.32 3.38
H -5.40 -1.06 2.28
H -5.27 -2.42 0.21
H -3.07 -3.00 -0.75
H 0.61 -4.64 -3.42
H 0.29 -6.75 -2.20
H -0.48 -6.73 0.13
H -1.04 -3.68 2.14
H -0.03 -6.55 2.25
H -0.20 -5.42 3.58
H 1.01 -5.13 2.33
H -2.43 -6.35 1.62
H -3.19 -4.77 1.36
H -2.70 -5.26 2.99
H -0.26 -1.29 -2.00
H -0.44 -2.92 -4.57
H -0.88 -1.23 -4.34
H -1.85 -2.50 -3.58
H 1.93 -2.68 -3.62
H 2.16 -1.66 -2.20
H 1.54 -0.96 -3.70
N -5.39 7.67 2.33
C -4.96 6.59 1.59
C -4.92 6.66 0.20
C -4.53 5.56 -0.55
C -4.18 4.38 0.09
C -4.23 4.30 1.48
C -4.62 5.39 2.22
S -3.52 3.04 -0.83
O -3.69 3.37 -2.22
O -4.06 1.80 -0.31
N -1.95 2.97 -0.42
C -0.99 3.82 -0.83
S -1.08 5.26 -1.79
C 0.64 5.43 -1.64
C 1.15 4.39 -0.94
N 0.24 3.47 -0.49
H -5.40 8.57 1.88
H -5.17 7.69 3.31
H -5.19 7.58 -0.30
H -4.50 5.60 -1.63
H -3.98 3.36 1.96
H -4.66 5.33 3.31
H 1.15 6.27 -2.06
H 2.20 4.25 -0.72
S 2.09 2.22 -3.66
C 1.56 1.44 -2.48
Br -7.57 -0.99 -3.42
C -5.77 -0.39 -3.53
C -4.91 -0.64 -2.48
C -3.61 -0.18 -2.56
C -3.17 0.53 -3.67
C -4.04 0.75 -4.73
C -5.35 0.30 -4.66
C -1.78 1.11 -3.76
O -1.33 1.45 -4.83
O -1.13 1.23 -2.64
H -5.25 -1.17 -1.60
H -2.93 -0.37 -1.74
H -3.69 1.29 -5.59
H -6.04 0.48 -5.47
*
```



Which one is most stable, and which one is least stable? (one) is the most stable of them, while (two) is the least stable.